{"formula": "C4H10O2", "method": "the ωB97M-V functional and the def2-TZVPD basis", "species": ["C", "C", "O", "C", "C", "O", "H", "H", "H", "H", "H", "H", "H", "H", "H", "H"], "positions_angstrom": [[-0.1703, -1.1644, -1.6858], [-0.1541, -0.6788, -0.2422], [0.9485, -1.2421, 0.4781], [-0.0104, 0.8432, -0.1862], [-0.7889, 1.1656, 1.7998], [0.6715, 1.2823, 1.1204], [-0.2039, -2.2583, -1.7151], [-1.0442, -0.7805, -2.2229], [0.7272, -0.8272, -2.2220], [-1.0482, -1.0043, 0.2943], [1.7006, -1.2751, -0.1290], [-0.9590, 1.3348, -0.4547], [0.7648, 1.1698, -0.8746], [-0.5928, 0.7425, 2.7806], [-0.9973, 2.2357, 1.8865], [1.1565, 0.4568, 1.3730]], "forces_ev_per_angstrom": [[0.0104, 0.0241, -0.0285], [0.0316, 0.1274, -0.0343], [0.2848, -0.0932, -0.0831], [1.3165, 0.0759, -0.6400], [-1.0322, 0.1264, 1.2788], [-1.6853, -0.9580, -1.4124], [-0.0297, 0.1804, 0.0316], [0.1157, -0.0398, 0.1027], [-0.1277, -0.0666, 0.0674], [0.1992, 0.2519, -0.0674], [-0.0316, -0.1000, 0.1105], [0.7280, 0.0579, 0.7589], [0.2674, -0.1278, -0.6973], [0.3037, 0.2575, 0.4708], [0.0167, 0.0121, 0.3399], [-0.3676, 0.2717, -0.1976]], "mulliken_charge": [-1.425, 0.468, -0.615, -0.704, -0.806, -0.336, 0.359, 0.372, 0.386, 0.333, 0.349, 0.404, 0.323, 0.232, 0.177, 0.483], "orbital_gap_ev": 7.3, "lumo_energy_ev": 0.65, "spin_multiplicity": 1}